Record 1
71
Properties=species:S:1:pos:R:3:forces:R:3:mulliken_charge:R:1 method="wB97M-V/def2-TZVPD" e_lumo_ev=3.989 e_above_lowest_kj_mol=127.0 homo_energy_ev=-2.2 orbital_gap_ha=0.2291 total_charge=-2 multiplicity=1
Cd 1.814 -0.254 0.519 -0.2 0.0 -0.2 1.1514
S 5.458 -0.405 0.320 0.3 -0.9 -0.8 -0.4568
C 4.922 0.596 1.517 0.4 0.5 0.9 -0.0146
N 3.896 1.369 1.486 -0.6 0.0 -0.3 -0.2308
C 3.738 2.223 2.630 0.0 0.3 0.3 -0.5793
C 4.422 1.574 3.830 0.2 -0.2 0.1 -0.4597
S 5.863 0.739 3.110 -0.4 0.0 -0.5 -0.2674
H 3.228 1.717 -0.285 0.2 0.0 0.1 0.4781
H 2.675 2.384 2.813 0.0 0.1 0.0 -0.0761
H 4.219 3.196 2.416 -0.1 -0.1 0.1 0.3086
H 3.788 0.810 4.282 -0.1 0.1 0.0 0.1681
H 4.745 2.292 4.581 -0.1 0.1 0.1 0.4014
C 1.872 3.819 -0.399 -0.1 -0.3 -0.1 -2.2804
C 1.499 2.413 -0.889 -0.2 0.1 0.4 3.3997
O 2.713 1.706 -1.120 0.2 0.0 -0.3 -0.5045
C 0.816 2.457 -2.239 0.2 0.1 -0.1 -0.7788
C 0.187 3.595 -2.731 0.0 0.0 0.1 -0.2908
C -0.398 3.599 -3.985 -0.1 0.1 -0.2 -0.7619
C -0.386 2.460 -4.769 -0.1 0.1 -0.1 -0.4442
C 0.215 1.310 -4.278 0.0 -0.1 -0.1 -0.6940
C 0.818 1.311 -3.035 0.0 0.1 0.0 -0.4889
H 2.464 3.731 0.509 0.0 0.0 0.1 0.2010
H 0.991 4.419 -0.187 -0.1 0.1 0.1 0.3988
H 2.469 4.311 -1.167 0.0 0.1 0.0 0.4831
H 0.149 4.502 -2.147 0.1 0.0 0.1 0.2913
H -0.852 4.511 -4.354 -0.1 0.0 0.0 0.3837
H -0.830 2.478 -5.757 0.0 -0.1 0.0 0.3759
H 0.228 0.407 -4.872 0.0 -0.1 -0.1 0.4458
H 1.304 0.421 -2.669 0.1 -0.1 0.0 0.5947
O -0.437 -1.539 0.499 0.8 0.2 1.3 -0.5424
S -1.023 -1.736 -0.829 -2.4 -0.5 -0.9 -0.0057
C -1.374 -3.515 -0.932 0.3 0.0 0.0 0.4481
C -1.908 -4.096 -2.067 0.0 0.1 0.0 -0.3893
C -2.120 -5.463 -2.089 -0.1 0.0 -0.1 -0.6224
C -1.792 -6.237 -0.987 0.0 -0.1 0.1 -0.4354
C -1.249 -5.645 0.141 -0.2 -0.1 0.0 -0.5182
C -1.041 -4.279 0.169 -0.1 0.2 0.1 -0.3568
C -2.809 -1.404 -0.465 0.3 0.3 0.0 0.1269
C -3.674 -1.010 -1.469 0.2 -0.1 0.0 -0.1830
C -4.976 -0.659 -1.152 -0.1 -0.1 -0.1 -0.6706
C -5.404 -0.705 0.165 -0.2 0.1 0.0 -0.3316
C -4.530 -1.089 1.169 0.0 -0.1 0.0 -0.7922
C -3.229 -1.434 0.852 0.1 -0.1 0.1 -0.3538
H -2.148 -3.487 -2.926 0.0 0.1 -0.1 0.3493
H -2.537 -5.929 -2.972 0.0 0.0 -0.1 0.3660
H -1.944 -7.308 -1.019 0.0 0.0 0.0 0.3479
H -0.973 -6.245 0.994 0.1 -0.1 0.1 0.3944
H -0.599 -3.791 1.025 0.1 0.0 0.1 0.3599
H -3.320 -0.967 -2.489 0.0 0.1 -0.2 0.3725
H -5.656 -0.341 -1.929 0.0 0.0 -0.1 0.3786
H -6.419 -0.426 0.410 -0.1 0.0 0.0 0.3625
H -4.858 -1.113 2.199 0.0 0.0 0.1 0.3969
H -2.513 -1.711 1.612 0.0 0.0 0.1 0.4229
N 0.038 -1.730 6.795 -0.2 -0.4 0.4 -0.6767
C 0.478 -1.267 5.827 -0.3 -0.5 0.5 0.4575
N 0.950 -0.603 4.846 0.1 1.4 0.1 -0.6349
C 1.373 -0.824 3.686 0.6 -0.4 -1.1 0.6497
N 1.842 -0.902 2.619 0.0 -0.2 0.1 -0.8396
C -0.311 3.038 1.943 0.0 0.0 0.0 -1.0151
O 0.722 2.219 1.465 0.1 0.0 0.1 0.2438
C 0.620 1.616 0.157 0.0 0.0 -0.6 -0.3120
C -0.842 1.462 -0.268 0.3 0.1 0.4 -1.4723
H -1.195 2.451 2.226 0.0 0.1 0.0 0.2406
H -0.621 3.815 1.232 0.0 0.0 0.0 0.3208
H 0.084 3.519 2.840 -0.1 0.1 0.0 0.2235
H -1.353 2.425 -0.398 -0.1 0.0 -0.1 0.4543
H -1.378 0.886 0.486 -0.1 0.0 0.0 0.6471
H -0.908 0.920 -1.208 -0.1 0.1 0.0 0.3034
S 1.473 -2.234 -1.775 0.8 1.1 -0.5 -0.4385
C 1.712 -3.652 -0.997 0.3 -0.8 0.1 0.7088
N 1.827 -4.699 -0.517 0.2 -0.4 0.3 -0.7380

Record 2
68
Properties=species:S:1:pos:R:3:forces:R:3:mulliken_charge:R:1 method="wB97M-V/def2-TZVPD" e_lumo_ev=2.239 e_above_lowest_kj_mol=94.9 homo_energy_ev=-5.3 orbital_gap_ha=0.2769 total_charge=-1 multiplicity=1
Cl 40.199 40.210 35.584 0.5 0.1 0.2 -0.8135
N 36.657 39.314 39.213 -2.7 0.3 2.0 -0.4572
C 37.899 39.203 38.911 4.3 0.8 -4.0 0.1673
C 38.832 38.575 39.737 -0.4 -1.6 3.2 0.0005
C 38.339 37.964 40.984 0.4 2.1 -2.6 -0.4262
C 37.001 38.049 41.338 1.2 1.6 -2.4 -0.4161
C 36.260 38.855 40.413 0.0 -2.9 0.8 -0.3173
H 38.264 39.649 37.773 -1.0 -1.3 3.4 0.1815
H 39.935 38.407 39.699 -1.1 0.7 -1.1 0.2127
H 39.131 37.624 41.583 0.6 -1.1 1.0 0.4114
H 36.563 37.524 42.166 -0.2 0.2 0.3 0.3964
H 35.233 38.686 40.671 -1.0 1.3 -0.7 0.3004
C 36.873 44.543 37.715 3.4 -6.0 -1.4 -0.7026
C 37.526 43.160 37.202 -3.4 4.7 0.6 0.0187
C 36.753 42.531 36.085 2.1 1.7 5.6 0.3275
C 35.507 43.020 35.765 1.6 2.8 2.2 -0.7805
C 34.944 44.238 36.266 3.4 -3.6 0.2 -0.6323
C 35.627 44.920 37.259 2.5 -1.5 -0.7 0.8448
O 35.186 46.040 37.718 -2.9 5.0 1.6 -0.5779
O 37.269 41.367 35.713 -4.6 -1.1 -2.6 -0.4577
H 37.498 45.065 38.479 -1.0 -0.2 -0.7 0.1779
H 38.486 42.877 37.794 -1.8 0.0 -1.8 0.3631
H 35.150 42.666 34.897 -1.9 -1.6 -2.8 0.4333
H 34.111 44.382 35.699 -2.6 1.8 -0.6 0.4486
H 35.782 46.674 38.177 -0.2 -1.5 -0.7 0.3272
H 38.118 41.505 35.943 5.3 -0.7 0.7 0.0903
C 43.183 38.402 37.913 0.7 -2.3 1.0 -0.2673
C 44.256 38.221 38.913 -1.9 -2.4 -2.6 -0.6588
C 44.476 36.903 39.475 -2.4 4.2 -1.9 0.5694
C 43.408 36.010 39.278 2.8 -3.5 3.9 -0.3290
C 42.387 36.190 38.442 -1.5 0.5 -1.0 -0.5348
C 42.261 37.344 37.660 0.5 0.7 1.5 0.4931
O 41.124 37.390 36.930 0.5 -0.1 -0.4 -0.4917
O 45.508 36.744 40.300 -1.2 -3.5 1.8 -0.5510
H 43.095 39.232 37.248 0.1 1.0 0.2 0.4979
H 44.968 39.014 38.989 0.4 0.3 0.3 0.2701
H 43.396 35.005 39.967 0.2 2.5 -1.8 0.1265
H 41.583 35.467 38.472 0.0 0.0 -0.4 0.4612
H 41.067 38.165 36.349 -0.3 0.6 0.1 0.0378
H 46.200 37.326 40.172 1.8 2.0 -0.7 0.3043
C 43.340 37.152 34.137 3.5 -5.3 -3.7 0.0452
C 44.196 35.858 34.066 -1.2 2.0 -2.4 -0.6625
C 44.580 35.474 32.691 0.0 0.7 4.3 0.7938
C 44.290 36.235 31.518 -5.0 7.9 14.8 -1.0971
C 43.472 37.404 31.675 2.4 -5.8 5.4 -0.6886
C 42.996 37.798 32.957 0.7 0.8 -1.0 0.5115
O 42.296 38.982 32.916 0.2 -0.7 0.5 -0.4382
O 45.385 34.370 32.493 -0.8 1.1 -3.5 -0.5164
H 43.103 37.347 35.089 -1.3 1.5 3.2 0.0312
H 44.489 35.233 35.017 -0.7 1.5 -2.1 0.2020
H 44.492 35.717 30.856 3.6 -7.4 -12.7 0.7345
H 43.429 37.919 30.872 -1.3 4.0 -5.1 0.6223
H 41.995 39.164 33.816 -0.5 0.5 0.1 0.1779
H 45.761 33.797 33.110 0.2 -0.5 2.3 0.2921
C 40.251 45.751 35.940 2.9 -5.9 7.0 -0.8983
C 40.617 44.308 36.156 0.8 3.4 2.6 -0.2851
C 41.202 43.910 37.413 -2.1 -0.5 -0.9 0.1583
C 41.205 44.792 38.490 0.2 2.2 -2.4 -0.7070
C 40.819 46.126 38.237 0.1 -1.9 0.4 -0.4984
C 40.315 46.591 37.047 -0.3 -0.8 -1.3 0.7037
O 39.759 47.816 36.880 0.4 2.7 1.8 -0.5646
O 41.472 42.608 37.691 -0.1 -0.9 -1.0 -0.3635
H 40.055 45.835 35.011 -2.1 2.0 -6.1 0.6528
H 40.462 43.544 35.431 0.0 -0.2 -0.8 0.5033
H 41.666 44.683 39.432 0.2 -1.0 0.9 0.4650
H 40.861 46.683 39.125 -0.1 1.5 0.8 0.3275
H 39.997 48.431 37.656 -0.5 -1.6 -1.8 0.3104
H 41.109 41.990 36.985 0.5 0.6 0.7 0.1402

Record 3
71
Properties=species:S:1:pos:R:3:forces:R:3:lowdin_spin:R:1 method="wB97M-V/def2-TZVPD" e_lumo_ev="-13.913 / -13.570" e_above_lowest_kj_mol=14.9 homo_energy_ev="-19.0 / -19.0" orbital_gap_ha="0.1858 / 0.1989" total_charge=+4 multiplicity=2
Mo 0.672 -0.143 0.296 -0.2 0.2 0.0 0.9570
S 0.797 3.840 6.776 0.0 0.0 -0.1 0.0003
N 1.872 2.803 6.186 0.0 0.0 0.0 -0.0003
C 1.386 2.363 5.034 0.1 0.0 0.0 -0.0001
C 2.022 1.395 4.170 -0.1 0.0 -0.1 0.0008
C 3.219 0.739 4.480 0.0 0.0 -0.1 0.0074
C 3.694 -0.217 3.605 0.0 0.0 -0.1 -0.0003
C 2.995 -0.474 2.435 0.1 -0.1 0.0 0.0101
N 1.875 0.169 2.087 0.0 0.0 0.0 0.0008
C 1.374 1.076 2.974 0.0 0.1 0.1 0.0002
C 0.098 1.652 2.643 0.0 0.1 0.1 0.0027
N -0.456 1.239 1.474 0.1 0.0 0.0 -0.0063
C -1.688 1.671 1.154 -0.1 0.0 0.0 0.0065
C -2.403 2.538 1.969 0.0 -0.1 0.0 -0.0008
C -1.833 2.998 3.139 0.0 0.0 0.0 0.0099
C -0.555 2.545 3.496 0.1 -0.1 -0.1 -0.0007
C 0.133 2.920 4.709 -0.1 0.1 0.0 0.0003
N -0.315 3.774 5.620 0.0 0.0 0.0 -0.0009
H 3.736 0.974 5.403 0.0 0.0 0.0 0.0003
H 4.597 -0.772 3.818 0.0 0.0 0.0 -0.0001
H 3.338 -1.236 1.754 0.0 -0.1 0.0 0.0008
H -2.105 1.312 0.224 0.0 0.0 0.0 -0.0001
H -3.395 2.844 1.669 0.0 0.0 0.0 -0.0002
H -2.356 3.689 3.790 0.0 0.0 0.0 0.0004
O 0.253 -1.793 1.245 0.0 -0.1 -0.1 0.0161
N -0.433 -2.854 0.784 0.1 0.0 0.0 -0.0034
C -0.546 -3.942 1.573 0.0 0.0 -0.1 0.0167
C -1.265 -5.015 1.103 0.1 0.1 0.0 0.0029
C -1.854 -4.952 -0.161 0.0 0.0 0.0 0.0095
C -1.717 -3.815 -0.941 0.1 0.1 0.0 0.0111
C -0.983 -2.748 -0.442 -0.1 -0.1 0.0 0.0033
S -0.711 -1.231 -1.236 0.1 -0.1 -0.1 0.0344
H -0.060 -3.879 2.536 0.0 0.0 0.0 0.0007
H -1.367 -5.891 1.728 0.0 0.0 0.0 -0.0001
H -2.426 -5.792 -0.533 0.0 0.0 0.0 0.0002
H -2.172 -3.743 -1.919 0.0 0.0 0.0 0.0002
C 2.421 3.676 -2.729 0.0 0.0 0.0 -0.0015
N 1.452 2.779 -3.347 -0.2 -0.1 0.0 -0.0014
C 1.220 2.824 -4.813 0.0 0.0 0.0 0.0001
C 0.070 1.821 -5.021 0.0 0.0 -0.1 -0.0002
N -0.099 1.251 -3.662 0.0 0.0 0.1 -0.0015
C 0.659 1.903 -2.790 0.0 0.1 0.1 0.0011
S 0.436 1.800 -1.033 0.0 0.0 -0.1 -0.0343
H 3.395 3.519 -3.191 0.0 0.0 0.0 -0.0001
H 2.481 3.482 -1.661 0.0 0.0 0.0 -0.0012
H 2.107 4.706 -2.895 0.0 0.0 0.0 -0.0001
H 2.137 2.534 -5.326 0.0 0.0 0.0 -0.0001
H 0.962 3.843 -5.098 0.0 0.0 0.0 0.0000
H 0.323 1.034 -5.728 0.0 0.0 0.0 -0.0001
H -0.856 2.300 -5.333 0.0 0.0 0.0 0.0000
H -0.945 0.776 -3.386 0.0 0.0 0.0 -0.0003
C 2.738 -0.379 -2.780 0.0 -0.1 0.0 0.0005
P 2.774 -0.840 -1.036 -0.1 0.0 0.1 -0.0201
C 4.370 -0.196 -0.447 0.0 0.0 0.0 -0.0036
C 2.746 -2.640 -0.977 0.1 0.0 0.0 -0.0033
C 2.011 -3.331 -1.949 -0.1 0.0 0.1 -0.0026
C 2.031 -4.717 -1.983 0.0 0.1 0.0 -0.0003
C 2.774 -5.426 -1.047 0.0 0.0 0.0 -0.0051
C 3.498 -4.750 -0.073 0.0 0.0 0.0 -0.0001
C 3.486 -3.365 -0.035 0.0 0.0 -0.1 -0.0033
H 1.794 -0.627 -3.262 0.0 0.0 0.0 -0.0001
H 3.548 -0.928 -3.267 0.0 0.0 0.0 -0.0005
H 2.940 0.687 -2.873 0.0 0.0 0.0 0.0000
H 4.921 -0.977 0.074 0.0 0.1 0.0 -0.0001
H 4.265 0.678 0.195 0.0 0.0 0.0 -0.0003
H 4.948 0.085 -1.329 0.0 0.0 0.0 -0.0008
H 1.444 -2.803 -2.706 0.0 0.0 0.0 0.0003
H 1.490 -5.242 -2.759 0.0 0.0 0.0 0.0001
H 2.813 -6.506 -1.096 0.0 0.0 0.0 -0.0002
H 4.102 -5.301 0.634 0.0 0.0 0.0 0.0000
H 4.115 -2.878 0.696 0.0 0.1 0.1 -0.0002